DFT (ωB97M-V with the def2-TZVPD basis set) results for a 2-piece molecular cluster, C18H34F4N3O3P overall at a distorted geometry.

Structure (XYZ):
```
63
Properties=species:S:1:pos:R:3:lowdin_charge:R:1
C 2.353 -1.748 -0.357 -0.071
C 3.706 -1.012 -0.357 -0.205
C 4.252 -0.786 -1.764 -0.172
N 3.723 0.484 -2.353 0.043
N 2.512 0.904 -1.795 -0.075
C 2.481 1.842 -0.797 -0.036
C 1.189 1.920 -0.316 -0.310
P 0.772 2.953 1.140 0.963
C -0.062 1.747 2.244 -0.311
C -0.658 3.922 0.492 -0.280
N 0.450 1.033 -1.131 0.044
C -0.985 0.782 -0.942 -0.136
C -1.869 1.404 -2.027 -0.130
C -3.276 0.803 -1.967 -0.224
O -3.709 0.818 -0.628 -0.188
C -4.558 -0.243 -0.212 -0.076
C 1.266 0.426 -2.000 -0.198
C 1.011 -0.607 -3.057 -0.051
C -0.240 -1.467 -2.975 -0.172
F -0.193 -2.251 -1.832 -0.024
H 2.221 -2.224 0.621 0.093
H 2.344 -2.546 -1.106 0.081
H 1.491 -1.089 -0.474 0.050
H 4.432 -1.580 0.234 0.119
H 3.611 -0.048 0.148 0.096
H 5.342 -0.688 -1.765 0.114
H 3.996 -1.648 -2.393 0.105
H 3.614 0.428 -3.357 0.125
H 3.385 2.327 -0.458 0.136
H 0.045 2.133 3.263 0.057
H -1.126 1.604 2.037 0.038
H 0.447 0.782 2.211 0.011
H -1.407 4.026 1.283 0.049
H -0.296 4.915 0.208 0.029
H -1.133 3.468 -0.377 0.005
H -1.235 1.195 0.033 0.089
H -1.147 -0.300 -0.856 0.116
H -1.929 2.487 -1.906 0.104
H -1.447 1.207 -3.018 0.112
H -3.956 1.398 -2.593 0.130
H -3.268 -0.225 -2.359 0.115
H -4.098 -0.779 0.623 0.073
H -4.740 -0.947 -1.031 0.091
H -5.518 0.172 0.113 0.094
H 1.011 -0.110 -4.039 0.142
H 1.880 -1.279 -3.037 0.113
H -1.159 -0.876 -2.946 0.090
H -0.285 -2.112 -3.858 0.133
C -1.577 -0.770 1.678 -0.089
C -1.446 -2.221 2.125 -0.276
O -0.208 -2.523 2.699 -0.130
C -0.009 -2.170 4.133 -0.535
O -1.002 -2.365 4.914 -0.122
C 0.506 -0.686 4.191 -0.509
F 1.325 -0.316 3.143 0.035
F 1.260 -0.515 5.298 0.118
F -0.448 0.266 4.244 0.082
H -0.620 -0.452 1.256 0.049
H -2.364 -0.661 0.924 0.039
H -1.819 -0.104 2.504 0.076
H -1.500 -2.856 1.232 0.108
H -2.275 -2.504 2.783 0.114
H 0.940 -2.737 4.313 0.139
```

Orbital gap (eV): 5.653
HOMO (eV): -6.1
LUMO level (eV): -0.4
2S+1: 1
Total charge: 0

---

DFT (ωB97M-V with the def2-TZVPD basis set) results for C22H20BrFN4O4Pt as an isolated structure.

Structure (XYZ):
```
53
Properties=species:S:1:pos:R:3:lowdin_charge:R:1
Pt 2.466 1.703 -0.908 0.937
Br 1.392 -0.568 -3.110 0.885
C 0.350 -1.137 -1.683 -0.628
C -0.949 -1.765 -1.934 -0.050
C -1.501 -2.143 -0.792 -0.011
C -0.758 -1.502 1.695 -0.179
C 0.247 -0.408 1.900 -0.106
C 0.631 0.083 3.092 -0.008
C 1.895 0.765 3.261 -0.072
C 2.687 1.071 2.218 -0.043
C 2.142 0.908 0.881 -0.445
C 0.970 -0.099 0.675 -0.268
H -1.399 -1.849 -2.911 0.126
H -2.416 -2.665 -0.597 0.116
H -0.417 -2.315 2.326 0.125
H 0.063 -0.164 3.983 0.115
H 2.243 0.943 4.271 0.104
H 3.698 1.432 2.342 0.105
N 0.958 1.379 0.396 0.014
C 0.534 -1.054 -0.356 -0.088
N -0.478 -1.977 0.272 -0.073
C -2.232 -1.376 1.984 -0.094
C -2.889 -2.784 1.969 -0.170
C -1.934 -3.987 2.124 -0.186
C -1.015 -4.356 0.936 -0.155
C 0.080 -3.392 0.463 -0.070
H -2.722 -0.687 1.294 0.130
H -2.313 -0.939 2.981 0.127
H -3.478 -2.920 1.060 0.098
H -3.613 -2.836 2.782 0.112
H -2.562 -4.865 2.286 0.115
H -1.343 -3.887 3.040 0.117
H -1.643 -4.606 0.079 0.112
H -0.491 -5.278 1.198 0.123
H 0.475 -3.706 -0.501 0.141
H 0.901 -3.306 1.173 0.146
F -1.557 1.093 -2.650 0.056
C -0.894 2.180 -2.201 -0.215
C 0.137 2.676 -2.880 -0.022
N 0.856 3.767 -2.453 -0.026
C 1.964 4.270 -3.253 -0.045
C 3.255 3.424 -3.318 -0.639
O 4.082 3.804 -4.120 0.052
O 3.362 2.366 -2.582 -0.274
C 0.546 4.383 -1.248 -0.491
O 1.142 5.341 -0.814 0.087
N -0.548 3.840 -0.587 0.214
C -1.303 2.725 -0.922 -0.438
O -2.202 2.307 -0.223 0.075
H 0.447 2.223 -3.811 0.130
H 2.236 5.244 -2.857 0.131
H 1.634 4.396 -4.284 0.134
H -0.739 4.251 0.314 0.168
```

Orbital gap (eV): 6.902
HOMO (eV): -7.7
LUMO level (eV): -0.8
Energy relative to the best compared isomer or geometry (same formula, charge and spin) (kJ/mol): 546.6
2S+1: 1
Total charge: 0

---

DFT (ωB97M-V with the def2-TZVPD basis set) results for C11H25CeN5O8 as an isolated structure at a distorted geometry.

Structure (XYZ):
```
50
Properties=species:S:1:pos:R:3:lowdin_charge:R:1
O 0.213 4.285 -0.665 -0.288
H 0.492 4.602 -1.526 0.016
Ce 0.070 1.709 -0.698 1.381
N -1.380 -1.048 -0.583 0.039
N -1.388 0.721 -2.277 -0.139
N 0.977 -0.024 1.054 -0.053
N 1.683 2.456 0.976 -0.128
O -1.444 -1.888 0.452 -0.162
O 1.028 -1.404 0.903 -0.112
O 2.135 3.700 0.760 -0.068
O -1.566 2.004 -2.472 -0.091
C -2.364 -0.216 -2.487 -0.175
C -2.314 -1.264 -1.534 -0.227
C 1.715 0.388 2.101 -0.207
C 2.063 1.785 2.079 -0.217
C -3.296 -2.380 -1.556 0.008
H -2.914 -3.199 -0.957 0.085
H -3.452 -2.745 -2.575 0.096
H -4.261 -2.062 -1.155 0.108
C -3.441 -0.076 -3.506 0.019
H -3.217 0.738 -4.210 0.101
H -4.421 0.125 -3.035 0.121
H -3.539 -1.023 -4.059 0.100
C 2.238 -0.547 3.154 0.004
C 2.821 2.444 3.182 0.002
H 2.006 -1.580 2.872 0.084
H 1.806 -0.339 4.141 0.102
H 3.330 -0.457 3.239 0.107
H 2.257 3.279 3.606 0.104
H 3.761 2.842 2.802 0.100
H 3.024 1.751 4.002 0.077
H 0.042 -1.633 0.731 0.053
H 1.266 4.157 0.101 0.046
C 1.667 0.259 -1.511 -0.130
H 1.367 -0.656 -1.999 0.035
H 2.629 0.211 -1.018 0.057
H 1.740 1.102 -2.263 0.043
O 2.525 -2.652 -1.104 -0.080
H 2.035 -2.245 -0.345 0.004
H 1.887 -3.273 -1.484 0.041
N -2.994 -0.992 2.354 0.154
C -2.445 0.351 2.667 -0.046
C -2.474 1.080 1.313 -0.583
O -3.485 0.853 0.639 0.058
O -1.453 1.827 1.021 -0.153
H -3.984 -0.888 2.108 0.162
H -2.934 -1.633 3.146 0.167
H -2.439 -1.420 1.504 0.105
H -3.135 0.837 3.373 0.147
H -1.449 0.274 3.112 0.132
```

Orbital gap (alpha / beta) (eV): 7.014 / 5.920
HOMO (alpha / beta) (eV): -11.5 / -11.5
LUMO level (alpha / beta) (eV): -4.5 / -5.6
2S+1: 2
Total charge: +1

---

DFT (ωB97M-V with the def2-TZVPD basis set) results for C30H29F4InNO10S as an isolated structure at a distorted geometry.

Structure (XYZ):
```
76
Properties=species:S:1:pos:R:3:lowdin_charge:R:1
C 1.370 -0.143 0.167 -0.211
C -0.044 -0.588 -0.232 -0.329
In -1.638 0.896 0.025 0.837
F -2.786 0.774 -1.628 -0.505
C -3.012 0.789 1.738 -0.254
C -2.401 0.542 3.130 -0.298
C -1.035 -0.125 3.127 -0.295
N -0.551 -0.451 4.498 0.021
S -0.716 3.328 -0.182 0.657
O 0.091 3.508 -1.386 -0.427
O -1.797 4.286 0.047 -0.427
C 0.499 3.774 1.223 -0.673
F 0.835 2.653 1.903 0.068
F 1.630 4.323 0.759 0.106
F -0.039 4.623 2.112 0.101
H 1.701 0.671 -0.481 0.052
H 2.094 -0.961 0.046 0.056
H 1.432 0.180 1.209 0.036
H -0.033 -0.821 -1.302 0.012
H -0.317 -1.519 0.280 0.006
H -3.552 1.741 1.757 0.031
H -3.764 0.033 1.498 0.033
H -3.066 -0.105 3.702 0.069
H -2.307 1.477 3.694 0.105
H -0.320 0.551 2.646 0.073
H -1.068 -1.047 2.543 0.084
H -0.092 -1.352 4.462 0.026
H 0.143 0.234 4.770 0.064
C -2.775 -1.314 8.398 0.013
C -2.705 -1.174 7.076 0.030
C -3.361 -2.149 6.167 -0.374
O -3.292 -2.014 4.969 0.106
C -4.089 -3.288 6.788 0.022
C -4.156 -3.423 8.109 0.011
C -3.505 -2.444 9.018 -0.395
O -3.571 -2.575 10.224 0.085
H -2.303 -0.621 9.083 0.117
H -2.163 -0.378 6.580 0.106
H -4.555 -3.986 6.103 0.119
H -4.680 -4.240 8.588 0.116
C -0.263 0.050 -6.318 0.012
C 0.128 -0.168 -5.066 0.033
C 0.520 0.958 -4.177 -0.357
O 0.890 0.768 -3.044 0.121
C 0.432 2.334 -4.730 0.041
C 0.035 2.545 -5.982 0.002
C -0.333 1.424 -6.875 -0.395
O -0.674 1.617 -8.027 0.074
H -0.549 -0.751 -6.989 0.115
H 0.184 -1.158 -4.632 0.122
H 0.708 3.137 -4.057 0.120
H -0.034 3.538 -6.407 0.113
C 3.500 3.657 -9.258 0.021
C 2.812 3.955 -8.159 0.026
C 3.482 4.067 -6.837 -0.378
O 2.859 4.331 -5.834 0.115
C 4.948 3.828 -6.790 0.024
C 5.634 3.533 -7.891 0.015
C 4.965 3.427 -9.212 -0.391
O 5.594 3.162 -10.215 0.096
H 3.033 3.565 -10.230 0.122
H 1.742 4.120 -8.169 0.116
H 5.410 3.909 -5.815 0.123
H 6.702 3.355 -7.883 0.119
C 1.390 -5.152 3.837 0.020
C 1.791 -5.803 2.749 0.018
C 1.112 -5.610 1.440 -0.385
O 1.480 -6.215 0.456 0.103
C -0.027 -4.661 1.391 0.028
C -0.432 -4.014 2.481 0.028
C 0.247 -4.205 3.786 -0.374
O -0.115 -3.600 4.773 0.093
H 1.868 -5.271 4.801 0.119
H 2.621 -6.497 2.756 0.119
H -0.499 -4.528 0.426 0.126
H -1.261 -3.316 2.473 0.118
```

Orbital gap (eV): 5.407
HOMO (eV): -5.5
LUMO level (eV): -0.1
2S+1: 1
Total charge: -1

---

DFT (ωB97M-V with the def2-TZVPD basis set) results for C74H63N10OPS3Ti as an isolated structure at a distorted geometry.

Structure (XYZ):
```
153
Properties=species:S:1:pos:R:3:lowdin_charge:R:1
Ti -0.011 -0.015 -0.014 1.347
C 2.337 -1.556 -4.775 0.004
N 1.245 -1.412 -3.849 -0.025
C 1.311 -0.836 -2.631 -0.435
N 0.121 -0.877 -2.006 0.010
C -0.736 -1.483 -2.893 -0.154
C -0.039 -1.824 -4.041 -0.087
C -0.504 -2.493 -5.250 -0.175
C 0.185 -3.603 -5.739 -0.035
C -0.244 -4.235 -6.891 -0.041
C -1.360 -3.766 -7.566 -0.034
C -2.047 -2.662 -7.084 -0.037
C -1.624 -2.024 -5.934 -0.010
C -2.184 -1.744 -2.778 -0.208
C -3.086 -0.747 -3.148 -0.066
C -4.440 -1.021 -3.223 -0.051
C -4.905 -2.299 -2.956 -0.038
C -4.012 -3.302 -2.620 -0.033
C -2.656 -3.033 -2.536 -0.013
P 2.862 -0.109 -2.021 1.238
C 2.826 -1.007 -0.443 -0.443
N 1.900 -0.976 0.529 0.032
C 2.477 -1.645 1.595 -0.133
C 3.734 -2.111 1.212 -0.092
N 3.926 -1.687 -0.065 -0.032
C 5.066 -1.943 -0.908 0.001
C 4.709 -2.965 1.888 -0.217
C 6.048 -2.581 1.986 -0.048
C 6.976 -3.440 2.547 -0.039
C 6.581 -4.686 3.006 -0.032
C 5.251 -5.068 2.919 -0.037
C 4.316 -4.215 2.364 -0.020
C 1.969 -1.752 2.961 -0.158
C 2.870 -1.852 4.027 -0.010
C 2.411 -1.993 5.322 -0.030
C 1.050 -2.008 5.586 -0.039
C 0.150 -1.878 4.542 -0.059
C 0.607 -1.754 3.243 -0.062
C 2.162 1.476 -1.431 -0.442
N 1.036 1.708 -0.738 0.027
C 0.858 3.075 -0.736 -0.127
C 1.931 3.657 -1.407 -0.093
N 2.720 2.636 -1.838 -0.028
C 3.959 2.756 -2.563 0.005
C 2.271 5.062 -1.599 -0.212
C 2.531 5.562 -2.876 -0.045
C 2.873 6.892 -3.041 -0.038
C 2.953 7.730 -1.941 -0.030
C 2.696 7.238 -0.670 -0.034
C 2.361 5.910 -0.494 -0.025
C -0.291 3.824 -0.224 -0.158
C -1.069 3.333 0.823 -0.044
C -2.124 4.064 1.339 -0.051
C -2.424 5.310 0.815 -0.038
C -1.676 5.802 -0.244 -0.026
C -0.630 5.068 -0.771 -0.016
H 3.049 -0.739 -4.646 0.076
H 2.854 -2.505 -4.614 0.112
H 1.947 -1.545 -5.793 0.118
H 1.038 -3.992 -5.204 0.113
H 0.298 -5.089 -7.266 0.121
H -1.691 -4.252 -8.469 0.123
H -2.911 -2.289 -7.611 0.120
H -2.145 -1.149 -5.579 0.110
H -2.713 0.232 -3.416 0.108
H -5.129 -0.250 -3.529 0.119
H -5.955 -2.519 -3.047 0.123
H -4.367 -4.307 -2.459 0.121
H -1.962 -3.829 -2.314 0.112
H 5.716 -2.665 -0.417 0.104
H 4.745 -2.352 -1.868 0.098
H 5.631 -1.024 -1.084 0.108
H 6.359 -1.603 1.651 0.121
H 8.010 -3.140 2.614 0.122
H 7.308 -5.362 3.427 0.123
H 4.942 -6.038 3.272 0.119
H 3.281 -4.512 2.277 0.123
H 3.932 -1.811 3.847 0.118
H 3.119 -2.092 6.129 0.124
H 0.696 -2.113 6.598 0.121
H -0.912 -1.879 4.741 0.113
H -0.081 -1.668 2.417 0.054
H 4.252 3.805 -2.591 0.105
H 4.746 2.184 -2.068 0.100
H 3.845 2.395 -3.587 0.105
H 2.426 4.918 -3.737 0.111
H 3.080 7.272 -4.029 0.121
H 3.217 8.767 -2.070 0.124
H 2.759 7.889 0.187 0.121
H 2.168 5.519 0.494 0.124
H -0.818 2.368 1.230 0.060
H -2.702 3.665 2.159 0.115
H -3.234 5.892 1.224 0.124
H -1.906 6.771 -0.658 0.126
H -0.085 5.467 -1.610 0.120
C 3.316 1.696 1.745 -0.041
C 2.039 1.529 2.482 -0.569
N 0.906 1.052 2.031 0.030
C -0.057 1.062 3.017 -0.366
C 0.365 1.562 4.219 -0.277
S 2.001 2.021 4.142 1.205
C -1.394 0.590 2.703 -0.346
C -2.477 0.628 3.536 -0.277
S -3.869 0.006 2.766 1.212
C -2.930 -0.284 1.346 -0.606
N -1.662 0.064 1.453 -0.017
C -3.558 -0.930 0.169 -0.070
H 3.251 1.305 0.732 0.049
H 4.117 1.185 2.278 0.100
H 3.588 2.752 1.705 0.101
H -0.193 1.676 5.125 0.098
H -2.521 0.989 4.544 0.100
H -3.913 -1.929 0.428 0.106
H -2.846 -1.015 -0.653 0.050
H -4.435 -0.376 -0.163 0.102
C -3.420 2.303 -1.239 0.049
C -2.036 1.942 -1.678 -0.299
O -1.412 1.043 -1.063 -0.110
C -1.497 2.640 -2.846 -0.153
C -2.112 3.789 -3.376 0.011
C -1.579 4.438 -4.473 -0.016
C -0.417 3.972 -5.073 -0.013
C 0.191 2.822 -4.585 -0.043
C -0.341 2.169 -3.493 -0.011
H -3.686 1.785 -0.321 0.083
H -4.132 2.046 -2.024 0.120
H -3.501 3.374 -1.063 0.098
H -3.005 4.195 -2.933 0.124
H -2.073 5.312 -4.868 0.129
H 0.001 4.490 -5.923 0.129
H 1.072 2.432 -5.074 0.115
H 0.121 1.257 -3.147 0.086
S -1.448 -7.059 0.512 1.097
C -1.167 -5.348 0.514 -0.491
C -0.252 -4.832 -0.419 -0.072
C -0.002 -3.480 -0.472 -0.142
N -0.625 -2.559 0.287 0.037
C -1.489 -3.072 1.183 -0.147
C -1.767 -4.407 1.356 -0.016
C -2.249 -7.367 2.094 -0.503
C -1.532 -8.072 3.049 -0.062
C -2.170 -8.360 4.252 -0.108
N -3.402 -7.977 4.478 0.083
C -4.100 -7.327 3.580 -0.116
C -3.562 -6.993 2.341 -0.086
H 0.270 -5.502 -1.082 0.119
H 0.749 -3.112 -1.161 0.107
H -1.998 -2.381 1.837 0.096
H -2.444 -4.709 2.139 0.111
H -0.519 -8.400 2.879 0.108
H -1.678 -8.905 5.045 0.123
H -5.114 -7.065 3.848 0.119
H -4.159 -6.482 1.602 0.111
```

Orbital gap (eV): 4.180
HOMO (eV): -16.2
LUMO level (eV): -12.0
Energy relative to the best compared isomer or geometry (same formula, charge and spin) (kJ/mol): 0.0
2S+1: 1
Total charge: +4

---

DFT (ωB97M-V with the def2-TZVPD basis set) results for a 2-piece molecular cluster, C3H6N2O overall at a distorted geometry.

Structure (XYZ):
```
12
Properties=species:S:1:pos:R:3:lowdin_charge:R:1
N 0.587 -0.856 0.697 -0.004
N 0.774 0.410 -0.078 -0.069
C 1.071 1.412 0.594 -0.321
O 1.406 1.354 1.888 0.026
H 1.495 -1.353 0.553 0.095
H -0.174 -1.314 0.127 0.045
H 1.349 2.432 0.172 0.148
H 1.046 0.509 2.163 0.069
C -2.319 -1.007 -1.426 -0.035
C -1.385 -0.316 -1.560 -0.098
H -3.176 -1.715 -1.105 0.072
H -0.674 0.446 -2.024 0.070
```

Structure (SMILES): N/N=C\O.C#C
Orbital gap (eV): 10.380
HOMO (eV): -9.4
LUMO level (eV): 1.0
Energy relative to the best compared isomer or geometry (same formula, charge and spin) (kJ/mol): 472.0
2S+1: 1
Total charge: 0